10
Properties=species:S:1:pos:R:3:forces:R:3 method="wB97M-V/def2-TZVPD" e_tot_ha=-927.2297 total_charge=0 de_lowest_ev=3.7763 lumo_ev=-1.75 gap_ev=7.195 homo_energy_ev=-8.94
N -0.38041 1.16108 0.96649 4.7835 -2.1249 1.5164
N 0.95891 -1.85432 0.11157 1.9255 3.6873 -2.5974
O 0.46912 1.18327 -1.41373 -1.1463 -1.4396 0.1902
P -0.58137 0.36537 -0.45773 -0.3726 0.1735 0.2656
S -2.47235 0.42523 -0.91984 1.2907 -0.4981 -0.2174
H -1.08387 1.62258 1.45493 -1.4654 0.4628 0.7510
H 0.52390 0.90707 1.56652 -2.7991 0.8537 -1.7823
H 1.07421 -2.39094 -0.76477 -0.3397 0.5122 0.3088
H 0.20622 -2.22372 0.55014 -3.1594 -1.6590 1.8119
H 1.28565 0.80438 -1.09357 1.2830 0.0322 -0.2468

=====

56
Properties=species:S:1:pos:R:3:forces:R:3 method="wB97M-V/def2-TZVPD" e_tot_ha=-1492.6854 total_charge=0 smiles="CC(C)CN(CC(C)C)C(=O)c1cc(S(=O)(=O)N2CCCCC2)c[nH]1" de_lowest_ev=0.0000 lumo_ev=0.60 gap_ev=9.615 homo_energy_ev=-9.01
C -5.07948 -1.83388 0.20559 -0.1878 0.1714 -0.1632
H -4.98694 -2.18315 -0.81896 0.0245 -0.1122 -0.0660
H -5.84649 -2.41851 0.70813 -0.0414 -0.0822 0.0951
C -5.43856 -0.35126 0.23692 0.2031 0.0455 0.0518
C -5.51731 0.14360 1.67973 -0.1229 -0.0427 -0.2846
H -4.58070 -0.03449 2.20208 0.1297 -0.0016 0.1116
H -5.74894 1.20647 1.71745 -0.0066 0.1385 0.0798
H -6.30284 -0.39042 2.20969 -0.0445 -0.0411 0.1160
H -6.42575 -0.22228 -0.22178 0.0472 0.0262 -0.0163
C -4.46647 0.47632 -0.62529 -0.5210 -0.2351 -0.2425
N -3.06921 0.31559 -0.26136 -0.1831 -0.0426 -0.0298
C -2.35141 -0.59053 -0.96074 -0.0982 0.0146 -0.1075
O -2.82511 -1.19046 -1.92521 0.0260 -0.1292 -0.0636
C -0.95827 -0.92485 -0.59163 0.2539 0.0325 0.2151
C -0.02621 -0.63223 0.38694 -0.2868 0.0497 -0.0319
C 1.12294 -1.38691 0.10341 0.6561 -0.0533 0.3596
C 0.87717 -2.11670 -1.03769 0.2477 -0.1075 0.0274
N -0.37301 -1.83079 -1.43587 -0.0364 -0.0569 -0.1181
H -0.89460 -2.20797 -2.21681 0.0711 0.0253 0.0869
H 1.51400 -2.80971 -1.54834 0.0768 -0.1624 -0.1453
S 2.64210 -1.27691 1.00747 -0.1424 -0.0193 -0.1576
O 2.34063 -0.88551 2.35264 -0.1950 0.2184 -0.2042
O 3.40998 -2.46375 0.77758 -0.0757 0.0649 -0.3295
N 3.45346 -0.00937 0.29353 -0.2580 -0.7751 0.5954
C 2.85380 1.28987 0.47926 -0.1633 0.5855 0.3923
C 3.88015 2.37296 0.15727 -0.1860 -0.1231 -0.2092
C 4.39429 2.18888 -1.26859 0.2271 -0.0205 0.1737
C 4.96440 0.78145 -1.42877 -0.3011 0.0378 -0.0462
C 3.90354 -0.25112 -1.05568 0.4193 -0.3017 -0.5021
H 4.30845 -1.26325 -1.07507 0.0207 0.0813 -0.1951
H 3.06020 -0.19018 -1.76528 0.0388 -0.0078 0.0241
H 5.82170 0.65898 -0.76632 0.0872 -0.0484 -0.0092
H 5.29135 0.61346 -2.45590 0.0320 -0.0488 0.0118
H 5.16124 2.93262 -1.49084 -0.0459 0.0359 -0.0665
H 3.57145 2.33109 -1.97399 -0.0219 0.0493 -0.0640
H 4.71179 2.28833 0.85725 0.0220 0.0467 0.0879
H 3.42261 3.35613 0.27766 -0.0033 0.0026 0.0607
H 2.53455 1.34251 1.52040 -0.0630 0.1810 -0.0818
H 1.97194 1.41077 -0.17296 0.0084 0.0018 0.0245
H -0.10009 0.01211 1.23582 -0.1554 0.2159 0.1567
C -2.51147 1.21763 0.72204 0.6417 0.2102 0.0055
H -3.34035 1.75478 1.18413 0.0255 -0.0771 0.0508
H -2.01053 0.64646 1.50689 -0.0915 0.0730 0.0896
C -1.54378 2.25088 0.11643 -0.1863 0.1691 0.1432
C -0.89471 3.06095 1.23560 -0.0304 -0.2409 -0.2464
H -1.65202 3.58783 1.81235 -0.0815 0.0966 0.1126
H -0.20820 3.79527 0.82170 0.0764 0.1120 0.0007
H -0.33546 2.41714 1.91041 0.0890 -0.0528 0.1567
C -2.27366 3.16935 -0.86061 0.1758 -0.2413 0.0674
H -1.58112 3.89078 -1.28786 0.0374 0.0912 -0.0730
H -3.06530 3.71825 -0.35400 -0.1281 0.0930 0.0540
H -2.70982 2.59531 -1.67447 -0.1000 0.0013 -0.1288
H -0.76266 1.71815 -0.43344 -0.0456 0.0244 0.0533
H -4.73103 1.53386 -0.56200 0.0747 0.0188 -0.0136
H -4.56574 0.14798 -1.66331 -0.0248 0.1690 0.1283
H -4.13151 -2.00754 0.71081 0.1159 -0.0596 0.0637

=====

128
Properties=species:S:1:pos:R:3:forces:R:3 method="wB97M-V/def2-TZVPD" e_tot_ha=-5755.5936 total_charge=+1 lumo_ev=-1.99 gap_ev=7.239 homo_energy_ev=-9.23
Cd 0.16981 -0.18571 1.66564 0.2433 0.1123 -0.0318
C -5.02267 1.90674 3.42113 -0.0909 -0.0103 0.0016
N -3.70391 1.93731 2.81303 0.2228 0.0074 -0.1045
C -3.10181 3.04391 2.29271 0.0465 0.0178 -0.0512
C -1.87419 2.64096 1.85436 -0.1340 0.1637 -0.0415
N -1.70720 1.30934 2.09401 -0.2320 0.3204 -0.1197
C -2.82746 0.90880 2.67527 -0.0838 -0.0617 0.0741
P -3.15616 -0.71653 3.39987 -0.1114 -0.0624 0.0081
C -1.65823 -0.76882 4.41774 -0.0269 -0.0914 -0.1446
N -0.46209 -0.44057 3.97377 0.1137 -0.1619 0.2047
C 0.38940 -0.52811 5.02904 -0.1317 -0.0962 0.0329
C -0.31347 -0.91933 6.13458 0.0406 0.0397 0.0493
N -1.61378 -1.06895 5.73973 0.0886 -0.0026 0.0088
C -2.72263 -1.44565 6.59894 -0.0376 -0.0345 0.0401
C -2.64352 -1.75924 1.99588 0.0580 -0.0482 0.1976
N -1.46587 -1.76782 1.39823 0.0586 -0.1369 -0.1373
C -1.50691 -2.74177 0.44407 -0.0998 -0.0099 0.0135
C -2.73603 -3.33301 0.46758 0.0128 0.0138 -0.0673
N -3.44779 -2.70545 1.45088 0.0415 -0.0158 -0.0600
C -4.81971 -3.01521 1.82330 -0.0460 -0.0227 0.0192
H -5.51073 2.85633 3.21553 -0.0031 -0.0371 0.0169
H -4.95183 1.76938 4.49925 -0.0047 0.0036 -0.0173
H -5.61932 1.10424 2.99162 0.0063 0.0187 0.0207
H -3.59208 3.99897 2.26592 -0.0216 0.0740 -0.0004
H -1.12784 3.23995 1.36690 -0.1466 0.0520 0.0458
H 1.43486 -0.31632 4.91049 0.0994 -0.0077 -0.0017
H -0.01008 -1.09788 7.14887 0.0259 -0.0139 0.0901
H -2.32031 -1.72870 7.56831 -0.0400 -0.0026 -0.0205
H -3.25731 -2.29512 6.17750 -0.0024 0.0228 0.0249
H -3.40950 -0.61065 6.73017 0.0000 -0.0224 0.0065
H -0.66807 -2.94916 -0.19650 0.0520 -0.0190 -0.0336
H -3.15960 -4.12419 -0.12202 -0.0280 -0.0575 -0.0604
H -5.20433 -3.74537 1.11596 -0.0132 0.0115 0.0348
H -5.43543 -2.11886 1.77624 0.0001 -0.0311 0.0124
H -4.85890 -3.43302 2.82822 -0.0222 0.0126 -0.0310
C -0.08428 -0.12046 -2.79003 -0.0248 -0.2127 0.1108
C -0.71718 0.64376 -3.94236 -0.2073 -0.0450 -0.0481
As -0.78579 -0.53810 -5.52160 0.0452 0.0457 -0.1251
C -1.91886 0.56611 -6.66279 -0.0489 -0.1148 0.0115
C -2.54580 -0.06614 -7.73530 0.0008 -0.0017 -0.0147
C -3.35263 0.64940 -8.60396 -0.0001 0.0018 0.0041
C -3.53634 2.01299 -8.41651 -0.0033 -0.0126 -0.0144
C -2.91099 2.65060 -7.35857 -0.0004 0.0256 0.0140
C -2.10647 1.93061 -6.48331 0.0075 0.0413 0.0265
C -2.19090 -1.68007 -4.77486 0.0369 0.0100 0.0398
C -3.44532 -1.18283 -4.42907 0.0029 0.0109 -0.0378
C -4.38457 -2.00505 -3.82894 -0.0234 -0.0117 0.0274
C -4.07964 -3.33524 -3.56483 -0.0076 0.0191 0.0213
C -2.83537 -3.83946 -3.90632 0.0301 -0.0035 0.0010
C -1.89465 -3.01229 -4.51047 -0.0039 -0.0341 0.0078
P -0.16718 0.66001 -1.12711 -0.1752 0.2798 0.2612
C 0.86268 2.15977 -1.22154 0.1582 -0.0922 -0.0795
C 1.63094 2.49426 -2.33366 -0.0371 0.0768 0.0638
C 2.43318 3.62796 -2.32315 0.0122 -0.0399 0.0118
C 2.49394 4.43020 -1.19586 0.0078 0.0193 0.0190
C 1.76655 4.08418 -0.06442 -0.0009 -0.0234 -0.0329
C 0.96833 2.95335 -0.07868 0.0333 -0.0848 0.0592
C -1.87668 1.30672 -1.19773 0.0001 -0.0473 -0.1019
C -2.20205 2.61244 -1.54757 0.0116 0.0371 0.0249
C -3.52894 3.00276 -1.65262 -0.0134 -0.0029 0.0272
C -4.54617 2.08921 -1.41677 0.0117 -0.0156 0.0035
C -4.23019 0.77776 -1.08585 0.0000 0.0304 -0.0070
C -2.90407 0.39073 -0.97706 0.0104 -0.0966 0.1023
H 0.95227 -0.41305 -2.98061 0.0064 0.0653 -0.0155
H -0.63767 -1.05891 -2.65185 0.0856 0.0101 -0.0221
H -0.19709 1.56758 -4.19070 0.0644 -0.0510 0.0236
H -1.75199 0.89923 -3.69672 0.1347 0.0483 -0.0445
H -2.40953 -1.13088 -7.89181 0.0097 0.0006 0.0034
H -3.83522 0.14450 -9.42965 -0.0167 -0.0112 -0.0233
H -4.16299 2.57423 -9.09548 -0.0189 0.0207 -0.0233
H -3.04790 3.71332 -7.20858 -0.0029 0.0243 0.0010
H -1.63363 2.45347 -5.66151 0.0117 -0.0127 0.0128
H -3.69782 -0.15074 -4.64605 0.0055 0.0216 0.0050
H -5.36079 -1.61132 -3.57655 -0.0260 0.0079 0.0028
H -4.81885 -3.98024 -3.10818 -0.0369 -0.0246 0.0007
H -2.59851 -4.87813 -3.71771 0.0104 -0.0357 0.0026
H -0.92554 -3.41299 -4.78521 0.0076 0.0013 -0.0003
H 1.62162 1.87193 -3.21501 -0.0057 -0.0542 -0.0644
H 3.01922 3.87530 -3.19765 0.0211 0.0101 -0.0238
H 3.12275 5.31019 -1.18920 0.0106 0.0122 0.0039
H 1.84130 4.67964 0.83490 0.0008 0.0321 0.0360
H 0.44905 2.66271 0.82866 0.2523 -0.0483 -0.1490
H -1.41599 3.32939 -1.74674 0.0372 0.0274 -0.0008
H -3.76817 4.02015 -1.92974 -0.0145 0.0454 -0.0107
H -5.57976 2.39339 -1.50748 -0.0464 0.0122 -0.0062
H -5.01703 0.05116 -0.92907 -0.0420 -0.0250 0.0069
H -2.66707 -0.64217 -0.72836 -0.0061 0.1018 -0.0389
C 3.13064 -2.62554 3.53127 0.0049 0.0375 0.0392
C 3.99097 -2.27507 2.31150 0.0887 0.0111 -0.0300
C 5.44671 -2.64983 2.60798 0.0135 -0.0164 -0.0132
C 3.47968 -3.19298 1.19173 -0.0010 0.0000 -0.0343
P 3.66169 -0.46793 1.81652 -0.3094 -0.2092 0.0345
N 2.17062 -0.10990 1.98257 0.2337 0.0969 -0.0810
C 4.68195 0.66146 2.94357 0.0088 0.0210 0.0063
C 6.19456 0.70212 2.70858 0.0045 0.0069 0.0324
C 4.44901 0.24408 4.40250 -0.0103 0.0012 0.0333
C 4.11250 2.08657 2.83251 -0.0408 0.0090 -0.0166
C 4.31666 -0.26724 0.04257 0.0260 -0.0324 0.0407
C 4.43411 1.22998 -0.25670 0.0346 0.0633 0.0151
C 3.26144 -0.80442 -0.93436 -0.0743 -0.0162 0.0106
C 5.66043 -0.92406 -0.28764 -0.0043 -0.0180 -0.0340
H 3.20161 -3.70254 3.70326 0.0024 -0.0235 0.0215
H 2.08882 -2.37194 3.34584 -0.0904 0.0303 0.0023
H 3.44930 -2.12822 4.44284 -0.0098 0.0312 0.0227
H 5.50807 -3.73228 2.75206 -0.0067 -0.0221 0.0168
H 5.81956 -2.18726 3.51913 0.0010 0.0355 0.0389
H 6.12461 -2.39512 1.79644 0.0075 -0.0011 0.0048
H 3.44196 -4.21525 1.57515 0.0052 -0.0301 0.0003
H 4.12697 -3.20099 0.31846 -0.0050 -0.0079 -0.0016
H 2.47161 -2.91551 0.88074 -0.0431 0.0157 -0.0017
H 6.66634 -0.27330 2.80783 0.0000 -0.0397 -0.0030
H 6.64027 1.35483 3.46396 0.0206 0.0151 0.0171
H 6.46157 1.11349 1.73938 0.0029 0.0126 -0.0590
H 4.90735 -0.70785 4.65606 0.0254 -0.0407 -0.0102
H 3.38518 0.20049 4.63270 0.0028 -0.0079 -0.0328
H 4.89648 1.00167 5.04996 0.0190 0.0025 0.0159
H 4.45658 2.61441 1.94835 0.0225 0.0086 -0.0756
H 4.44196 2.65817 3.70270 0.0268 0.0433 0.0191
H 3.02203 2.06301 2.81886 0.0132 -0.0270 0.0221
H 3.54067 1.77132 0.04479 -0.1285 0.0560 0.0001
H 4.56063 1.35652 -1.33267 0.0123 0.0403 -0.0852
H 5.29685 1.68574 0.22112 0.0253 0.0315 0.0406
H 2.26571 -0.47107 -0.63917 -0.0058 0.0267 0.0075
H 3.25249 -1.88847 -1.00429 -0.0093 -0.0222 0.0109
H 3.48278 -0.41419 -1.93173 -0.0111 0.0050 -0.0307
H 6.46357 -0.61050 0.37391 0.0395 0.0430 0.0560
H 5.94671 -0.63303 -1.30244 -0.0015 0.0068 -0.0273
H 5.61182 -2.01081 -0.27081 0.0116 0.0014 -0.0035